2 unconnected molecules or ions with the total composition C4H11NO2 in a non-equilibrium geometry. Source: the Open Molecules 2025 dataset; level of theory: the ωB97M-V functional and the def2-TZVPD basis.

Results
F_max = 1.50 eV/Å
energy = -364.24034 hartree

Cartesian coordinates (Å):
C: 0.47468 2.71023 -0.84129
O: -0.01861 1.85410 -1.83191
H: -0.76314 2.22887 -2.30271
H: 1.17765 2.13091 -0.24398
H: -0.28934 3.16629 -0.20632
H: 1.07961 3.58320 -1.14447
C: 0.40343 -2.00839 0.51396
C: -0.78931 -2.06295 -0.45826
C: 0.31217 -0.94376 1.60515
O: 0.61154 -1.20448 2.75317
N: -0.12297 0.26521 1.19277
H: 0.50208 -2.92238 1.07119
H: 1.29582 -1.85643 -0.07335
H: -1.71598 -1.92420 0.09025
H: -0.29060 1.00891 1.85010
H: -0.37630 0.42123 0.23155
H: -0.79737 -3.06163 -0.90174
H: -0.69335 -1.38472 -1.30412

=====

C4H5N3 in the gas phase in a non-equilibrium geometry. Source: the Open Molecules 2025 dataset; level of theory: the ωB97M-V functional and the def2-TZVPD basis.

Results
F_max = 2.95 eV/Å
energy = -319.54537 hartree

Cartesian coordinates (Å):
C: -2.02319 0.91856 -0.36308
C: -0.99430 -0.05900 0.06968
C: 0.44726 0.23996 0.43795
C: 0.34834 -0.81410 -0.56752
N: -3.20572 0.41481 -0.25577
N: -3.02127 -0.92495 0.15862
N: -1.84810 -1.11312 0.52876
H: -1.64539 1.87005 -0.74676
H: 0.88719 1.15947 0.10223
H: 0.80458 -0.17739 1.34392
H: 0.82658 -0.67801 -1.61497
H: 0.09854 -1.91002 -0.18651

=====

3 unconnected molecules or ions with the total composition C4H12O3 in a non-equilibrium geometry. Source: the Open Molecules 2025 dataset; level of theory: the ωB97M-V functional and the def2-TZVPD basis.

Results
total charge = +1
F_max = 3.23 eV/Å
2S+1 = 2
energy = -384.91008 hartree
<S²> = 0.755

Cartesian coordinates (Å):
C: -0.37484 1.42250 1.36400
C: 0.28334 -1.48925 -1.11036
O: 1.11496 -2.58372 -0.77453
C: -0.21916 -0.75243 0.06736
C: -0.24421 0.64139 0.09422
H: -1.02425 2.31821 1.26049
H: 0.60573 1.66633 1.77515
H: -1.03688 0.76340 1.96274
H: -0.57394 -1.90022 -1.74253
H: 0.83724 -0.84489 -1.83075
H: 1.37332 -2.46162 0.14817
H: -0.67183 -1.29606 0.89518
H: 0.18760 1.25492 -0.70779
H: -3.45812 -0.75315 -0.85519
H: -2.53016 0.14912 -0.42369
O: -2.99541 -0.00231 -1.27544
H: 2.83602 1.52157 1.13960
H: 2.88788 0.73272 -0.17811
O: 3.00270 1.61349 0.19148